The following is a DFT calculation (ωB97M-V/def2-TZVPD) of C23H28BF5IrN5O3 as an isolated structure.

The spin multiplicity is 5. The charge is +2. The value obtained for the energy is -54986.7385 eV.

Geometry as XYZ:
```
66
Properties=species:S:1:pos:R:3:forces:R:3
Ir 1.990872 1.100817 2.498464 -0.5 -0.2 0.4
F 0.757047 -1.116094 -4.090623 0.2 0.3 0.6
C 0.085918 -0.208553 -3.316806 1.7 -2.6 -0.5
C 0.480574 -0.015805 -2.038792 0.2 1.8 0.3
C -0.307621 0.923385 -1.328359 -0.4 -0.7 1.1
C -0.026300 1.168976 0.090830 1.0 0.5 -1.3
O 1.004490 0.592855 0.566080 -0.4 0.0 0.3
C -0.826121 2.153690 0.722184 0.1 -0.8 0.8
C -1.944961 2.650027 0.083618 0.4 -0.2 -0.7
N -2.251988 2.357630 -1.207915 0.4 0.7 2.2
C -3.238678 3.164175 -1.861262 0.3 0.9 -0.6
C -4.520010 2.590605 -2.281012 -0.8 -2.1 0.3
C -4.508994 3.574881 -1.163218 0.2 2.1 -1.9
C -1.450705 1.504548 -1.918445 1.2 -0.1 1.4
C -1.744249 1.218917 -3.203830 -1.0 -0.6 -2.1
C -1.069003 0.246808 -3.894089 -0.3 0.7 0.1
N -1.502613 -0.287405 -5.080139 -0.3 -0.4 -2.4
C -2.922186 -0.330644 -5.438290 -1.2 -0.6 2.1
C -3.354755 0.774980 -6.405602 1.4 -1.3 -2.1
N -2.094301 1.169045 -7.239144 0.6 0.0 2.0
C -1.170634 0.019890 -7.495279 -0.8 -1.5 -2.1
C -0.543549 -0.515742 -6.244527 -1.1 -0.4 1.5
C -0.611602 2.531753 2.164387 -3.3 2.3 0.7
O -1.419811 3.329032 2.669404 2.3 -1.9 -0.9
O 0.343996 1.945670 2.862803 -0.7 0.3 0.0
H 1.441178 -0.360351 -1.626530 -0.8 -0.2 -0.2
H -2.619748 3.320917 0.601799 0.2 0.0 0.0
H -2.779186 3.879984 -2.559583 -0.2 -0.2 0.5
H -4.704260 1.509413 -2.064697 0.2 1.1 0.2
H -4.922829 2.823738 -3.225870 -0.3 0.6 -1.0
H -4.729571 3.205646 -0.223848 -0.2 -0.7 1.8
H -4.845805 4.646848 -1.325748 0.4 -1.6 0.1
H -2.560446 1.658477 -3.725579 -0.7 0.4 0.1
H -3.582139 -0.312599 -4.487173 1.2 0.6 -1.3
H -3.252341 -1.322455 -5.757656 0.7 0.0 -0.7
H -3.583992 1.655643 -5.882592 -0.9 1.2 0.4
H -4.043379 0.472247 -7.218520 -0.2 0.1 1.1
H -1.584489 1.789430 -6.577358 -0.2 0.0 -1.0
H -2.341930 1.661283 -8.095613 0.0 0.1 0.1
H -0.431304 0.293795 -8.279989 -0.4 0.0 0.7
H -1.761505 -0.828476 -7.929545 0.1 1.1 0.1
H 0.323420 0.065059 -6.043658 0.9 0.1 0.3
H -0.296316 -1.602335 -6.390616 -0.1 1.1 0.3
N 1.774213 -0.629623 3.883843 0.7 -1.2 1.1
C 2.219834 -1.322854 4.736284 -0.9 2.0 -1.9
N 2.685831 -2.085055 5.647698 0.2 0.5 -1.0
C 2.372399 -1.908221 7.037936 -0.5 -1.7 0.9
C 2.090803 -3.313246 7.597624 -1.5 0.4 -1.7
C 3.244721 -4.258098 7.431078 -0.1 0.2 0.4
C 3.414757 -4.373589 5.938903 -0.1 0.9 -1.6
C 3.761807 -3.004629 5.310562 -1.0 -1.7 -1.0
H 1.488102 -1.262236 7.127547 0.8 0.1 0.3
H 3.297516 -1.684646 7.546428 0.1 1.4 0.3
H 1.170402 -3.694732 7.107498 0.6 -0.1 -0.3
H 1.715706 -3.224642 8.546764 -0.3 0.4 2.9
H 3.001264 -5.199600 7.924186 0.1 -0.1 -0.2
H 4.172210 -3.868200 7.946191 -0.8 -0.3 -0.7
H 2.550986 -4.656597 5.299222 -0.1 -0.3 1.2
H 4.158574 -5.055788 5.650225 1.3 -0.9 -0.2
H 3.773274 -3.093449 4.205396 0.2 0.0 0.6
H 4.692236 -2.642797 5.642681 1.2 0.8 0.5
F 4.481197 0.187618 5.037016 0.1 0.3 -0.1
B 5.452720 0.310375 4.122786 -1.0 -1.6 0.5
F 6.048663 1.434065 3.988460 0.8 1.0 -0.4
F 5.740205 -0.813286 3.480733 0.3 0.5 -0.1
F 3.812408 1.059524 2.153276 1.1 -0.3 -0.2
```
Forces are in eV/Å.

=====

The following is a DFT calculation (ωB97M-V/def2-TZVPD) of C25H37CdO2 as an isolated structure.

The charge is -1. The value obtained for the energy is -35177.4391 eV.

Geometry as XYZ:
```
65
Properties=species:S:1:pos:R:3:forces:R:3
O 0.945144 -1.185406 -2.292284 0.8 0.3 -0.7
C 1.283953 -0.896274 -3.689604 -0.1 0.6 0.4
C 1.154104 -2.352756 -4.105122 0.0 0.0 0.4
H 2.308929 -0.510787 -3.777393 -0.2 0.1 0.0
H 0.554538 -0.175292 -4.072110 0.2 -0.1 -0.2
C 0.879875 -2.604354 -2.608444 -0.2 -0.6 0.2
H 2.097762 -2.785099 -4.436899 -0.5 0.1 -0.1
H 0.310821 -2.566751 -4.767280 0.2 -0.1 0.1
C 1.970641 -3.385657 -1.899185 0.1 -0.1 0.2
H 2.965846 -2.974885 -2.108840 -0.2 0.0 0.0
H 1.959048 -4.435662 -2.222473 0.0 0.2 0.0
H 1.810571 -3.363527 -0.817169 0.0 0.0 -0.1
C -0.502945 -3.107598 -2.285699 -0.3 -0.1 0.2
H -1.238885 -2.550760 -2.877792 0.1 -0.2 0.2
H -0.722011 -2.941193 -1.222888 0.0 0.0 -0.3
H -0.577998 -4.181964 -2.502829 0.0 0.2 0.0
Cd 2.303950 0.416528 -0.719392 -1.6 -0.7 1.1
C -2.602511 0.505685 0.383412 0.4 1.0 -0.5
C -1.874172 1.657795 -0.023581 -0.3 -0.4 -0.1
C -1.412345 1.441611 -1.353484 -0.2 0.0 0.8
H -1.690083 2.550662 0.581323 0.0 -0.5 -0.2
C -1.864984 0.154141 -1.768491 -1.0 -0.7 0.9
C -2.600874 -0.426707 -0.696365 0.7 0.6 -1.2
H -3.073354 -1.401519 -0.703619 0.0 0.0 0.0
H -3.076897 0.367509 1.356616 0.2 0.0 -0.3
H -0.806882 2.124689 -1.944130 -0.1 -0.1 0.1
H -1.711151 -0.283383 -2.750385 0.0 0.0 0.2
C 0.335617 -0.206523 2.713178 1.1 -0.8 -0.6
C -0.411221 -1.204619 2.000661 1.0 -0.2 0.0
C 0.470550 -1.882301 1.139844 -0.9 0.3 0.2
H -1.468829 -1.413785 2.136953 0.3 0.1 -0.2
C 1.771497 -1.299206 1.262705 0.5 0.5 0.0
C 1.687714 -0.298810 2.297517 -1.1 -0.1 -0.1
H 2.502711 0.315306 2.650657 0.0 0.1 0.0
H -0.059175 0.472415 3.464273 0.1 -0.1 -0.2
H 0.219065 -2.744295 0.521846 0.0 0.4 0.2
H 2.691648 -1.732724 0.865041 -0.1 -0.2 0.4
O 3.710436 -2.255370 -5.668609 0.7 -0.9 -1.8
C 3.523621 -3.557257 -6.313547 -0.6 -0.2 0.2
C 4.404526 -3.664438 -7.576882 0.1 0.1 0.7
H 2.458045 -3.665641 -6.616163 0.5 0.2 0.4
H 3.750576 -4.358809 -5.580046 -0.1 0.5 -0.3
C 4.891268 -2.231086 -7.815822 -0.5 -0.2 0.0
H 3.823884 -4.053495 -8.414961 0.1 0.0 0.1
H 5.247499 -4.339572 -7.404553 -0.1 0.1 0.0
C 4.600535 -1.485212 -6.503112 0.4 0.2 0.3
H 4.347194 -1.799080 -8.655930 0.0 0.1 0.1
H 5.949083 -2.226148 -8.059086 0.1 0.2 0.0
H 4.156850 -0.498514 -6.697356 0.1 -0.2 0.2
H 5.540606 -1.356084 -5.945523 -0.2 0.2 -0.1
C 1.943227 5.520259 1.337725 0.1 0.3 -0.1
C 1.393741 4.238061 1.970339 -0.1 0.1 0.0
C 2.217559 3.889236 3.214804 0.2 -0.1 0.2
C -0.061663 4.465134 2.380823 -0.4 0.1 0.1
C 1.487204 3.151600 0.981224 0.5 -1.2 -0.8
C 1.650837 2.199289 0.222751 0.2 1.6 0.6
H 1.926973 6.350768 2.054286 0.0 -0.1 0.0
H 1.337525 5.803889 0.471247 0.1 0.0 0.1
H 2.978105 5.381123 1.004523 -0.2 0.0 0.0
H 2.153117 4.683435 3.971585 -0.1 0.0 -0.2
H 1.858146 2.964466 3.675907 0.1 0.0 -0.1
H 3.272604 3.769093 2.947777 -0.1 -0.1 0.0
H -0.650781 4.782079 1.514286 0.0 -0.1 0.1
H -0.507334 3.556445 2.799941 0.1 0.1 -0.2
H -0.137067 5.251152 3.146197 0.1 -0.1 -0.1
```
Forces are in eV/Å.

=====

The following is a DFT calculation (ωB97M-V/def2-TZVPD) of a 3-piece molecular cluster, C21H24F16NO6S overall.

The charge is +1. The value obtained for the energy is -90236.1859 eV.

Geometry as XYZ:
```
69
Properties=species:S:1:pos:R:3:forces:R:3
C 7.863765 -4.945754 1.169274 0.6 0.7 0.6
C 7.744457 -3.288448 1.051590 0.3 -1.0 -0.1
S 7.869862 -2.906202 -0.816238 -2.3 0.4 0.8
C 6.048528 -2.934729 -1.362055 0.8 -1.7 -0.6
O 5.284300 -1.760990 -0.862668 -3.8 -1.5 -2.4
C 3.978898 -1.881237 -1.574061 -0.4 1.4 -5.9
O 3.836495 -1.650346 -2.909376 1.0 -1.6 9.3
C 2.561924 -2.300870 -0.793962 -2.8 -0.2 1.4
C 2.419008 -3.579852 0.232193 -4.0 3.0 -1.0
C 0.902970 -3.840408 0.883718 2.6 2.2 -2.5
N -0.311056 -2.952852 0.537263 3.5 0.8 -1.9
C -1.685044 -3.277165 1.160043 -0.5 -0.2 1.4
O -1.766317 -4.713525 1.464382 -0.9 2.7 -1.7
C -2.758588 -5.410730 0.632169 -0.6 -2.2 -0.5
C -0.196737 -1.743783 -0.409416 3.1 0.2 -0.7
O -1.333887 -0.869219 -0.776875 2.8 -2.3 2.4
C 1.259830 -1.352763 -1.131344 0.0 -3.7 2.8
H 7.264959 -5.285869 2.122459 1.3 0.4 -1.9
H 9.025455 -5.160890 1.294565 -2.6 0.2 -0.2
H 7.500693 -5.504842 0.205190 0.5 1.2 2.0
H 6.755504 -2.861983 1.517768 2.1 -0.7 -1.0
H 8.703065 -2.780414 1.523523 -2.2 -1.0 -0.9
H 6.082782 -2.969540 -2.554370 -0.2 0.2 2.7
H 5.491538 -3.894924 -0.935400 1.4 1.8 -1.0
H 3.347285 -4.273510 0.470784 -2.4 1.6 -0.4
H 0.840301 -4.757281 1.632784 -0.6 2.4 -1.8
H -2.497138 -2.875912 0.418529 1.6 -0.9 1.4
H -1.733378 -2.684558 2.193508 0.1 -1.3 -2.3
H -3.235770 -6.253661 1.329917 1.0 2.1 -1.5
H -3.612299 -4.735851 0.202226 1.8 -1.1 1.0
H -2.222915 -5.997813 -0.253385 -1.1 1.5 1.8
H -1.578026 -0.264349 -0.007887 0.5 -1.1 -1.0
H 1.392282 -0.438802 -1.865297 -0.6 -2.1 1.7
C 0.606008 4.540573 -0.760479 -0.7 0.5 -0.7
C 2.012008 5.049402 -0.403056 -0.6 0.8 0.6
C 3.108613 3.987215 -0.406672 1.3 0.0 -0.1
F 2.868369 2.977738 0.458023 0.3 0.1 -0.3
F 4.299430 4.529749 -0.032648 -0.5 0.1 -0.2
F 1.955378 5.705852 0.786409 0.2 -0.4 -0.4
F 2.342627 6.001769 -1.332240 0.1 -0.7 0.0
O -0.253029 4.206885 0.335284 1.0 -1.7 0.9
C -0.042824 2.914664 0.902146 -0.3 1.4 -1.8
C 0.533171 2.967253 2.324427 0.6 0.4 1.0
F 1.669737 3.704938 2.385050 -0.9 -0.2 0.0
F 0.854637 1.723223 2.767873 -0.3 -0.1 -0.5
F 0.711095 2.180207 0.049360 -0.6 -0.5 0.6
F -1.264815 2.315138 0.927458 0.7 0.1 0.5
H 0.095555 5.372991 -1.256301 0.2 0.0 0.3
H 0.628529 3.747070 -1.516856 0.2 0.1 0.3
H 3.240800 3.561850 -1.408664 -0.2 0.1 0.0
H -0.186663 3.405665 3.021404 -0.1 0.0 -0.2
C -6.504254 3.485454 -1.297338 -0.2 1.0 -0.4
C -7.042813 2.115342 -1.740334 0.7 0.2 -0.7
C -7.603329 1.243358 -0.619503 -0.8 -0.8 0.2
F -6.694553 0.971121 0.341991 -0.4 -0.2 -0.2
F -8.007960 0.039512 -1.108699 0.1 0.3 -0.2
F -6.076187 1.466598 -2.442991 -0.3 0.0 0.3
F -8.052322 2.351639 -2.637413 0.0 -0.1 0.7
O -5.096151 3.572611 -1.053129 0.2 -1.4 1.5
C -4.670217 3.107714 0.226640 -1.3 1.9 -0.7
C -3.834881 1.821559 0.152899 0.2 -0.6 -0.4
F -4.477829 0.836481 -0.522287 0.5 0.3 0.1
F -3.576457 1.334684 1.395383 -0.2 0.2 0.0
F -5.752581 2.993930 1.033241 1.0 0.0 0.2
F -3.916827 4.110459 0.756016 0.1 -0.9 -0.3
H -6.672412 4.167283 -2.137667 0.2 -0.3 0.0
H -7.087774 3.918170 -0.476045 0.1 -0.4 -0.1
H -8.473634 1.717440 -0.150236 0.1 0.1 -0.1
H -2.881192 2.003533 -0.350596 -0.3 0.3 0.0
```
Forces are in eV/Å.

=====

Q: Among the records above, which one has the highest charge?
A: C23H28BF5IrN5O3

=====

Q: Look up the charge of the first one.
A: +2

=====

Q: charge of number 1 (C23H28BF5IrN5O3)?
A: +2